{"formula": "C52H112BrN12O2", "method": "ωB97M-V/def2-TZVPD", "symbols": ["C", "C", "N", "C", "C", "N", "C", "C", "H", "H", "H", "H", "H", "H", "H", "H", "H", "H", "H", "C", "C", "N", "C", "C", "N", "C", "C", "H", "H", "H", "H", "H", "H", "H", "H", "H", "H", "H", "C", "C", "N", "C", "C", "N", "C", "C", "H", "H", "H", "H", "H", "H", "H", "H", "H", "H", "H", "C", "C", "N", "C", "C", "N", "C", "C", "H", "H", "H", "H", "H", "H", "H", "H", "H", "H", "H", "C", "C", "C", "C", "N", "C", "C", "C", "C", "C", "H", "H", "H", "H", "H", "H", "H", "H", "H", "H", "H", "H", "H", "H", "H", "H", "H", "H", "H", "H", "C", "C", "C", "C", "N", "C", "C", "C", "C", "C", "H", "H", "H", "H", "H", "H", "H", "H", "H", "H", "H", "H", "H", "H", "H", "H", "H", "H", "H", "H", "C", "N", "C", "C", "C", "C", "O", "H", "H", "H", "H", "H", "H", "H", "H", "H", "H", "H", "H", "H", "H", "C", "N", "C", "C", "C", "C", "O", "H", "H", "H", "H", "H", "H", "H", "H", "H", "H", "H", "H", "H", "H", "Br"], "coordinates": [[13.9854, 21.9254, 14.4706], [15.3659, 21.2662, 14.2941], [15.3407, 20.5309, 13.0826], [14.6264, 19.3811, 12.7637], [15.0161, 18.9392, 11.5102], [15.8785, 19.8868, 10.9980], [16.1316, 20.7686, 12.0198], [16.6178, 19.8385, 9.7374], [13.6681, 22.5846, 13.6626], [13.8263, 22.3575, 15.4586], [13.2580, 21.1175, 14.5496], [15.6246, 20.5619, 15.0848], [16.2073, 21.9591, 14.2921], [13.9594, 18.9061, 13.4679], [14.7203, 18.0433, 10.9844], [16.9245, 21.4995, 12.0789], [16.5905, 18.8289, 9.3274], [17.6205, 20.2269, 9.9160], [16.1796, 20.4404, 8.9413], [8.3505, 25.4260, 21.1249], [9.3492, 24.9046, 20.1317], [9.0035, 25.1073, 18.7472], [7.7477, 24.8798, 18.1353], [7.9083, 25.0780, 16.7494], [9.2246, 25.5114, 16.5560], [9.8491, 25.5625, 17.7672], [9.7943, 25.9722, 15.3821], [7.9905, 26.4243, 20.8758], [8.8098, 25.4711, 22.1123], [7.4259, 24.8542, 21.2045], [9.4607, 23.8220, 20.1926], [10.3080, 25.4155, 20.2194], [6.9234, 24.4722, 18.7017], [7.1790, 25.0932, 15.9530], [10.9080, 25.7392, 17.8848], [9.1276, 25.9009, 14.5228], [10.7016, 25.4374, 15.1013], [10.0162, 27.0344, 15.4846], [16.4127, 30.1263, 3.4235], [16.8733, 31.1165, 4.4921], [16.3289, 30.6519, 5.7867], [17.0194, 29.8637, 6.7285], [16.1315, 29.7012, 7.7876], [14.8269, 30.2552, 7.4869], [15.0092, 30.8546, 6.2578], [13.6291, 30.4429, 8.3157], [16.3941, 30.5295, 2.4110], [15.3847, 29.7900, 3.5582], [17.0451, 29.2458, 3.3100], [16.4645, 32.1116, 4.3166], [17.9615, 31.0553, 4.4975], [18.0538, 29.5536, 6.7435], [16.1681, 29.2961, 8.7881], [14.2744, 31.3031, 5.6057], [13.2110, 31.4401, 8.1784], [13.7805, 30.2573, 9.3790], [12.8381, 29.7728, 7.9787], [12.8703, 34.2636, 11.4646], [13.3877, 32.8077, 11.5824], [12.8764, 31.9823, 12.6837], [11.5690, 31.5130, 12.9126], [11.5816, 30.6236, 14.0220], [12.8901, 30.5437, 14.4455], [13.6428, 31.3500, 13.6015], [13.3213, 29.7557, 15.6044], [13.4637, 34.8705, 10.7807], [12.8620, 34.7175, 12.4555], [11.8283, 34.2882, 11.1456], [14.4691, 32.7793, 11.7159], [13.1572, 32.1956, 10.7104], [10.8166, 31.7400, 12.1717], [10.7858, 30.0927, 14.5232], [14.6997, 31.5145, 13.7513], [14.2261, 29.2203, 15.3169], [12.5798, 29.0722, 16.0181], [13.5625, 30.3733, 16.4696], [18.0212, 25.2229, 13.5102], [17.0361, 25.9475, 14.5159], [17.1603, 27.5191, 14.5420], [18.6106, 27.9887, 14.8305], [18.8430, 29.3955, 15.4955], [20.3734, 29.6854, 15.5289], [20.6019, 30.7954, 16.5624], [19.4394, 30.5936, 17.5249], [18.4410, 29.5267, 16.9854], [18.1755, 30.5520, 14.6277], [19.0689, 25.4130, 13.7432], [17.8338, 25.6543, 12.5269], [17.8843, 24.1442, 13.4354], [17.2658, 25.5453, 15.5026], [16.0275, 25.6433, 14.2362], [16.5079, 28.0035, 15.2685], [16.9672, 27.8640, 13.5262], [19.2223, 28.1654, 13.9459], [19.1381, 27.3210, 15.5116], [20.7991, 29.9024, 14.5492], [20.8421, 28.7769, 15.9071], [20.6350, 31.7889, 16.1151], [21.5623, 30.7557, 17.0765], [19.0467, 31.5852, 17.7499], [19.7922, 30.3220, 18.5198], [17.3755, 29.7554, 16.9660], [18.5321, 28.5113, 17.3713], [18.5247, 30.4140, 13.6044], [18.4129, 31.4988, 15.1128], [17.0880, 30.5319, 14.6991], [13.2189, 21.3426, 7.9595], [12.9588, 21.9640, 9.3528], [11.6766, 21.2608, 9.9733], [11.6166, 19.7517, 10.0281], [10.5766, 19.1437, 10.9902], [10.6833, 19.4627, 12.5366], [10.4792, 18.0823, 13.2322], [9.9378, 17.1100, 12.2131], [10.6401, 17.5488, 10.9291], [9.1901, 19.4711, 10.3616], [12.3114, 21.4645, 7.3681], [13.3627, 20.2633, 7.9094], [14.0487, 21.8794, 7.4998], [12.9354, 23.0531, 9.3884], [13.7750, 21.6794, 10.0170], [10.7831, 21.6583, 9.4920], [11.6049, 21.5358, 11.0256], [12.6460, 19.4653, 10.2433], [11.4492, 19.3416, 9.0322], [10.0199, 20.2896, 12.7897], [11.7310, 19.7378, 12.6581], [9.6946, 18.1173, 13.9879], [11.2194, 17.6488, 13.9047], [8.8587, 17.1537, 12.0656], [10.2949, 16.1342, 12.5422], [10.2654, 17.1049, 10.0068], [11.7193, 17.4136, 11.0015], [9.2032, 19.1499, 9.3201], [9.2667, 20.5477, 10.5141], [8.4117, 18.9426, 10.9120], [7.6789, 25.6071, 11.8162], [6.9490, 25.1359, 10.5464], [5.4231, 25.1166, 10.7497], [7.3271, 26.1744, 9.3712], [7.4375, 23.6075, 10.2654], [6.8304, 23.0893, 8.9781], [7.1686, 23.7496, 7.7794], [7.3625, 24.9268, 12.6068], [7.2494, 26.5902, 12.0090], [8.7655, 25.5772, 11.7351], [5.0694, 24.5004, 11.5763], [4.7531, 24.8218, 9.9420], [5.1401, 26.1231, 11.0579], [8.3165, 25.9738, 8.9603], [7.1932, 27.1116, 9.9115], [6.4525, 25.9275, 8.7694], [7.1304, 23.0471, 11.1484], [8.5271, 23.5842, 10.2817], [5.7429, 23.1218, 9.0448], [7.1020, 22.0446, 8.8270], [8.1220, 23.8549, 7.8187], [13.2032, 27.3971, 12.8392], [13.0672, 26.2644, 11.8023], [14.1354, 26.5064, 10.7145], [13.3949, 24.9242, 12.5420], [11.6708, 26.0860, 11.1098], [11.0917, 27.3550, 10.4057], [10.9466, 28.4138, 11.3486], [13.0729, 28.3481, 12.3226], [14.1704, 27.2990, 13.3322], [12.3553, 27.2033, 13.4961], [13.7595, 27.4429, 10.3026], [14.0019, 25.6715, 10.0265], [15.1295, 26.6279, 11.1446], [13.0135, 24.1135, 11.9211], [12.8415, 24.8295, 13.4763], [14.4218, 25.0313, 12.8914], [11.0785, 25.7157, 11.9465], [11.7321, 25.2390, 10.4265], [10.1701, 27.1065, 9.8793], [11.7940, 27.7642, 9.6795], [10.6219, 29.1851, 10.8783], [9.9852, 30.7127, 9.3056]], "atomic_forces_ev_per_a": [[-0.19, -0.92, 1.02], [-0.46, 0.77, 1.34], [0.93, -1.84, -3.60], [0.21, -0.55, -0.37], [-0.70, 1.14, 1.01], [0.56, 0.65, 2.43], [-0.49, -0.42, -0.62], [0.20, 0.06, -0.69], [0.35, 0.01, 0.05], [0.55, 0.56, -0.11], [-0.16, -0.19, -0.46], [-0.41, 0.08, 0.27], [-0.15, 0.15, -0.32], [0.13, 0.03, -0.01], [0.08, 0.13, -0.08], [-0.09, 0.05, -0.51], [0.43, -0.08, 0.43], [0.04, -0.46, -0.11], [-0.37, 0.31, 0.37], [-0.80, 0.53, 0.22], [0.51, -0.42, 0.46], [-0.99, 1.43, -4.34], [1.79, -0.19, -1.51], [0.45, 0.45, 2.44], [-1.49, -1.08, 3.62], [-1.64, -1.50, 0.54], [0.96, 1.30, -2.36], [0.39, 0.24, -0.03], [-0.05, -0.09, -0.06], [0.25, -0.44, -0.01], [0.33, 0.01, 0.51], [0.08, -0.28, 0.41], [-0.06, 0.24, -0.08], [0.10, -0.15, 0.13], [-0.17, 0.19, 0.18], [-0.26, -0.16, 0.28], [0.12, -0.11, 0.22], [0.17, 0.05, -0.13], [-0.42, -0.29, -1.08], [-0.77, -1.01, -0.91], [-1.91, -0.72, 2.72], [-2.83, 1.14, 1.53], [-1.73, 0.31, -0.32], [3.58, 1.19, -2.74], [2.84, -1.43, -0.07], [-0.68, -0.32, -0.43], [0.25, 0.53, 0.14], [-0.04, 0.01, 0.30], [0.08, -0.01, 0.49], [0.41, 0.01, 0.03], [-0.12, 0.61, 0.52], [-0.06, 0.26, -0.57], [0.68, -0.24, -0.27], [-0.16, 0.22, 0.34], [0.26, 0.03, 0.07], [0.49, 0.05, -0.17], [0.03, -0.09, 0.00], [-0.62, -0.81, 0.83], [0.33, 0.36, -0.83], [-1.09, -2.51, 2.93], [0.62, -0.92, 0.89], [0.45, 2.03, -2.25], [-0.21, 1.22, -1.56], [-0.56, -0.20, 1.06], [1.00, 0.43, 0.31], [0.09, -0.29, 0.08], [0.31, 0.18, -0.03], [0.06, -0.12, -0.24], [0.04, 0.18, -0.03], [-0.07, 0.34, -0.29], [-0.36, 0.08, 0.21], [0.04, 0.17, -0.21], [-0.10, 0.06, -0.10], [-0.07, -0.19, 0.14], [-0.30, 0.03, -0.81], [0.10, 0.40, -0.24], [-0.65, 1.36, 0.24], [1.41, -0.11, -0.17], [1.26, -0.45, -0.44], [0.70, 1.41, 0.80], [-0.51, 1.07, -1.03], [0.45, -0.16, 0.46], [-0.27, -0.31, -0.65], [-0.43, 0.49, 1.47], [0.45, 0.33, -1.51], [0.47, -1.27, 1.49], [-0.06, -0.06, 0.10], [0.15, -0.11, -0.28], [-0.16, 0.08, 0.29], [-0.31, 0.10, 0.18], [-0.23, 0.20, 0.21], [-0.31, -0.26, -0.06], [-0.54, 0.27, 0.01], [-0.21, -0.78, -0.25], [-0.02, -0.15, -0.12], [-0.47, -0.08, -0.15], [-0.15, -0.19, -0.11], [-0.45, -0.04, -0.15], [0.01, -0.60, -0.17], [-0.84, -0.19, -0.30], [0.05, -0.51, -0.12], [0.11, 0.37, 0.37], [0.38, 0.22, 0.40], [0.05, 0.37, 0.19], [0.63, -0.06, -0.38], [-0.02, -0.68, -0.06], [-0.48, 1.13, 0.09], [-0.52, -2.97, 0.38], [-0.40, 1.58, 0.62], [0.80, -0.25, -0.41], [-0.96, -1.79, -1.32], [1.18, -1.38, -1.25], [-2.23, 0.69, 1.34], [1.24, 0.06, -0.99], [1.02, 0.77, 0.91], [1.78, 0.49, 1.29], [0.11, 0.39, -0.34], [0.47, 0.04, 0.55], [-0.09, -0.34, -0.35], [-0.50, -0.04, -0.34], [0.34, 0.02, 0.15], [-0.03, 0.08, -0.18], [-0.03, 0.55, 0.29], [-0.20, -0.68, 0.76], [-0.44, -0.23, 0.15], [-0.07, -0.31, -0.04], [-0.09, 0.46, 0.03], [-0.34, 0.72, 0.04], [1.07, 0.43, -0.87], [0.07, -0.26, 0.34], [-0.55, -0.29, -0.51], [-0.09, 0.58, -0.11], [0.00, -0.59, -0.03], [0.03, 0.23, 0.11], [-1.38, 0.06, -0.48], [0.05, 0.40, 0.04], [-1.97, -0.65, -0.52], [1.62, -1.73, -0.20], [-0.06, 0.97, 1.04], [-2.18, -1.68, 2.04], [-0.69, 2.04, -0.05], [-0.58, -0.68, -0.42], [0.32, 0.56, 0.82], [0.06, 0.05, 0.13], [0.53, 0.10, 0.22], [-0.22, 0.21, -0.50], [0.86, -0.35, 0.23], [0.93, 0.14, -0.69], [0.06, 0.17, -0.29], [-0.36, 0.04, 0.08], [0.32, 0.25, -0.64], [0.80, 0.79, -1.03], [-0.39, -0.03, -0.15], [0.16, 0.45, -0.28], [0.03, -0.13, 0.02], [-0.04, -0.35, 0.56], [0.25, 0.05, -0.69], [-1.14, -0.96, -0.98], [1.20, -0.95, 0.18], [-1.91, 0.04, 0.71], [-0.89, 1.74, -0.10], [0.21, 1.12, 0.75], [1.09, 0.74, 1.13], [0.37, -2.57, 1.17], [-0.04, -0.12, 0.17], [-0.08, -0.11, -0.05], [0.23, 0.49, 0.32], [0.58, -0.10, -0.51], [0.56, 0.25, -0.17], [-0.17, -0.26, 0.00], [1.02, -0.12, -0.22], [-0.46, 0.53, -0.05], [0.20, -0.73, -0.76], [-0.45, 0.40, 0.03], [0.47, 0.16, -0.21], [-0.10, -0.13, 0.07], [0.00, -0.60, -0.62], [-0.73, 1.54, -1.23], [0.67, -0.56, 0.62]], "energy_ev": -147678.6438, "charge": 7, "orbital_gap_ev": 5.6}